Entry 1:
{"formula": "C10H14N2OS", "method": "wB97M-V/def2-TZVPD", "elements": ["C", "C", "C", "C", "C", "C", "C", "C", "C", "C", "H", "H", "H", "H", "H", "H", "H", "H", "H", "H", "H", "H", "H", "H", "N", "N", "O", "S"], "positions_angstrom": [[-2.01347, 0.06582, -1.94864], [-1.61594, -1.27624, -1.38168], [-2.41558, -2.39366, -1.54782], [-2.04414, -3.63836, -1.02007], [-0.86445, -3.76833, -0.30216], [-0.06200, -2.64817, -0.11583], [-0.43014, -1.41412, -0.63704], [0.31211, 0.68949, 0.42830], [1.46535, 2.67205, 1.36003], [2.64605, 3.54572, 0.92002], [-2.30614, 0.74775, -1.15308], [-2.87818, -0.05649, -2.61694], [-1.18175, 0.54704, -2.52139], [-3.34572, -2.31617, -2.09515], [-2.70572, -4.52949, -1.16797], [-0.54746, -4.74432, 0.13856], [0.85852, -2.69483, 0.44519], [1.29058, -0.31579, -1.06257], [2.20440, 1.33598, -0.06481], [0.55811, 3.25618, 1.37936], [1.62498, 2.30074, 2.38689], [2.81163, 4.31166, 1.69214], [2.43499, 4.06224, -0.05019], [4.12286, 2.47142, 1.54044], [0.45502, -0.30712, -0.47837], [1.33733, 1.59121, 0.41316], [3.81067, 2.78486, 0.69394], [-0.98998, 0.83446, 1.47023]], "smiles": "Cc1ccccc1NC(=S)NCCO", "spin_multiplicity": 1, "lumo_energy_ev": 0.61, "e_homo_ev": -8.07, "total_charge": 0, "homo_lumo_gap_ev": 8.68, "relative_energy_kj_mol": 6.7}

---

Entry 2:
{"formula": "C29H52N4O7SbSn", "method": "wB97M-V/def2-TZVPD", "elements": ["Sn", "C", "C", "N", "O", "C", "C", "N", "O", "H", "H", "H", "H", "H", "H", "H", "C", "C", "N", "C", "C", "N", "C", "O", "O", "C", "O", "O", "H", "H", "H", "H", "H", "C", "C", "C", "C", "Sb", "C", "C", "C", "C", "C", "C", "C", "C", "H", "H", "H", "H", "H", "H", "H", "H", "H", "H", "H", "H", "H", "H", "H", "H", "H", "H", "H", "H", "H", "H", "H", "H", "H", "H", "H", "C", "C", "O", "H", "H", "H", "C", "C", "C", "C", "C", "H", "H", "H", "H", "H", "H", "H", "H", "H", "H"], "positions_angstrom": [[2.71107, -1.72221, 0.79218], [0.57166, -5.53848, 2.18623], [1.67038, -4.58846, 1.77105], [1.46753, -3.82526, 0.70317], [0.18188, -3.84148, 0.15413], [2.97898, -4.41887, 2.44599], [3.67516, -5.46361, 3.19184], [3.51509, -3.22835, 2.24274], [4.69651, -2.88176, 2.67135], [0.89126, -6.36602, 2.73307], [0.09438, -5.75910, 1.23962], [-0.10091, -4.99044, 2.92867], [0.32279, -3.31071, -0.67993], [3.88855, -4.97772, 4.14170], [4.67805, -5.70042, 2.78356], [3.20823, -6.43381, 3.32546], [3.42820, 2.20984, -0.53397], [2.63186, 1.39919, -1.50179], [2.20872, 0.17810, -1.26303], [1.45164, -0.18063, -2.34752], [1.44991, 0.81631, -3.25262], [2.16478, 1.83829, -2.68342], [0.65223, 1.15907, -4.43993], [-0.09569, 0.19138, -4.95575], [0.76876, 2.27798, -4.93922], [0.73037, -1.49466, -2.43991], [-0.12456, -1.72349, -3.34687], [1.15246, -2.35472, -1.60777], [3.46731, 1.58061, 0.37649], [2.92785, 3.12343, -0.30277], [4.41870, 2.44340, -0.93871], [2.30456, 2.70349, -3.19246], [-0.09415, -0.67105, -4.28617], [-5.03695, 2.54947, -2.04966], [-3.73244, 2.53395, -2.81848], [-3.84470, 1.57987, -4.02656], [-3.33130, 3.87360, -3.25659], [-1.99045, 1.56865, -1.58615], [-2.84169, 0.10166, -0.20944], [-3.53350, -0.91228, -1.17138], [-3.85660, 0.65403, 0.77137], [-1.67066, -0.68481, 0.47812], [-1.61959, 3.16886, -0.14128], [-2.88307, 3.89619, 0.37910], [-0.83052, 4.25867, -0.84299], [-0.74874, 2.57588, 0.95024], [-5.76919, 2.97406, -2.76891], [-5.06340, 3.12997, -1.08932], [-5.41542, 1.54124, -1.69114], [-4.66796, 1.99894, -4.59332], [-4.13830, 0.57929, -3.64020], [-2.89914, 1.59336, -4.59558], [-3.99998, 4.30237, -3.98228], [-2.39465, 3.85316, -3.79009], [-3.29564, 4.58287, -2.45088], [-4.37857, -0.49255, -1.69647], [-3.95446, -1.77021, -0.57196], [-2.76262, -1.36789, -1.87181], [-4.70083, 1.09045, 0.27429], [-3.40680, 1.45919, 1.38718], [-4.22648, -0.12611, 1.42216], [-1.07428, -1.29860, -0.21217], [-2.12243, -1.43310, 1.14814], [-1.03996, -0.12557, 1.19699], [-3.44348, 4.42793, -0.37113], [-2.65561, 4.50952, 1.20911], [-3.66753, 3.27139, 0.81302], [-1.34656, 4.95035, -1.47408], [0.09187, 3.93363, -1.36976], [-0.54853, 4.90391, -0.00757], [-1.35980, 2.05527, 1.74497], [-0.28977, 3.37088, 1.55385], [0.07955, 1.92865, 0.63441], [5.47813, -1.71427, -1.02124], [4.29537, -2.51349, -0.58351], [4.01872, -3.62201, -0.98845], [6.00262, -2.14134, -1.85480], [6.11827, -1.57507, -0.09925], [5.02558, -0.71458, -1.23653], [0.53655, -1.69471, 3.41913], [1.39449, -0.44751, 3.30498], [0.61997, 0.82353, 3.73548], [2.57380, -0.77044, 4.29969], [1.98673, -0.20156, 1.89175], [-0.09772, -1.80930, 4.43512], [1.11913, -2.56715, 3.34787], [-0.18959, -1.77471, 2.66836], [0.30727, 0.83976, 4.79519], [-0.21763, 0.97300, 3.07082], [1.25503, 1.66571, 3.48951], [2.27930, -1.23056, 5.19689], [3.27740, 0.09193, 4.36475], [3.18378, -1.53069, 3.92518], [1.50941, 0.45746, 1.17991]], "spin_multiplicity": 1, "lumo_energy_ev": [2.46, 2.46], "e_homo_ev": [-4.22, -4.22], "total_charge": -1, "homo_lumo_gap_ev": [6.68, 6.68], "relative_energy_kj_mol": 320.5}

---

Entry 3:
{"formula": "C3H7Br2Na3O", "method": "wB97M-V/def2-TZVPD", "elements": ["Na", "Na", "Na", "C", "O", "H", "H", "H", "Br", "C", "C", "Br", "H", "H", "H", "H"], "positions_angstrom": [[2.07708, -1.21919, -0.63598], [-1.48741, -1.82228, -1.28740], [-0.02766, -4.46150, 0.01813], [0.15385, -1.22002, 2.07619], [0.02517, -1.83235, 0.81692], [1.20353, -1.25883, 2.36737], [-0.13513, -0.16903, 2.07315], [-0.48777, -1.45287, 2.92600], [-2.60714, 1.37572, -1.20474], [-0.65773, 1.48929, -0.46185], [0.33582, 1.81750, -1.62578], [2.13060, 2.22621, -0.84674], [-0.42580, 0.58257, 0.09684], [-0.68295, 2.27843, 0.28963], [0.02594, 2.64421, -2.26502], [0.55958, 1.02213, -2.33671]], "spin_multiplicity": 1, "lumo_energy_ev": -9.02, "e_homo_ev": -15.73, "total_charge": 2, "homo_lumo_gap_ev": 6.72, "relative_energy_kj_mol": 45.8}

---

Entry 4:
{"formula": "C5H15N2", "method": "wB97M-V/def2-TZVPD", "elements": ["C", "C", "C", "C", "C", "N", "N", "H", "H", "H", "H", "H", "H", "H", "H", "H", "H", "H", "H", "H", "H", "H"], "positions_angstrom": [[-1.71651, 0.20669, 1.87548], [-0.57745, 0.45890, 0.93069], [-0.39160, -0.63253, -0.12713], [-0.07457, -0.16795, -1.53812], [1.09148, 0.81065, -1.70290], [2.44429, 0.15442, -1.59555], [-1.38120, -0.88379, 2.78204], [-1.86502, 1.06775, 2.54158], [-2.68275, 0.12706, 1.35793], [-0.71571, 1.42463, 0.44983], [0.33904, 0.58256, 1.50984], [-1.30909, -1.21213, -0.19507], [0.36910, -1.34735, 0.20627], [0.18306, -1.04216, -2.12676], [-0.96190, 0.31330, -1.93239], [0.98760, 1.18459, -2.71753], [1.11752, 1.64542, -1.03790], [2.67730, 0.05612, -0.57517], [2.43267, -0.82697, -1.93231], [3.14169, 0.75225, -2.11142], [-1.25679, -1.74484, 2.27388], [-1.85117, -0.92664, 3.66470]], "spin_multiplicity": 2, "lumo_energy_ev": [1.01, 0.78], "e_homo_ev": [-3.68, -9.11], "total_charge": 0, "homo_lumo_gap_ev": [4.69, 9.90], "relative_energy_kj_mol": 149.8}

---

Entry 5:
{"formula": "C3H4S4", "method": "wB97M-V/def2-TZVPD", "elements": ["C", "C", "C", "H", "H", "H", "H", "S", "S", "S", "S"], "positions_angstrom": [[0.87037, -1.82966, 0.70383], [-0.47470, 0.26696, -0.33545], [-0.43071, 1.45516, -1.29192], [1.87844, -2.27424, 0.81040], [0.02366, -2.66101, 0.66565], [0.58739, -1.05710, 1.60876], [-1.01150, 2.35011, 0.77777], [0.81252, -0.69214, -0.82604], [-1.41314, 0.08833, 1.08169], [-1.11394, 2.92308, -0.44478], [0.27161, 1.43053, -2.74992]], "smiles": "CSC(=S)C(=S)S", "spin_multiplicity": 1, "lumo_energy_ev": -1.86, "e_homo_ev": -8.80, "total_charge": 0, "homo_lumo_gap_ev": 6.94, "relative_energy_kj_mol": 115.7}

---

Entry 6:
{"formula": "CH3FINS", "method": "wB97M-V/def2-TZVPD", "elements": ["C", "N", "F", "S", "I", "H", "H", "H"], "positions_angstrom": [[0.85798, 0.41987, 0.03952], [0.12660, -0.80080, -0.07635], [0.25620, -1.32166, -1.33508], [-1.02924, -1.39195, 0.87199], [-3.20061, 1.34892, 0.04010], [0.77291, 0.68689, 1.18417], [1.87102, -0.06112, -0.08073], [0.34514, 1.11983, -0.64363]], "spin_multiplicity": 1, "lumo_energy_ev": [-2.90, -1.37], "e_homo_ev": [-8.76, -9.74], "total_charge": 0, "homo_lumo_gap_ev": [5.86, 8.37], "relative_energy_kj_mol": 250.7}

---

Entry 7:
{"formula": "C26H27F2N2O", "method": "wB97M-V/def2-TZVPD", "elements": ["F", "C", "C", "C", "C", "C", "C", "C", "C", "C", "F", "C", "C", "C", "C", "H", "H", "H", "H", "H", "H", "H", "H", "H", "C", "N", "C", "C", "C", "N", "C", "C", "C", "C", "C", "C", "C", "C", "C", "O", "H", "H", "H", "H", "H", "H", "H", "H", "H", "H", "H", "H", "H", "H", "H", "H", "H", "H"], "positions_angstrom": [[2.01776, 1.94357, 3.76228], [1.44099, 0.80421, 3.25948], [0.36055, 0.24366, 3.93773], [-0.15868, -0.95718, 3.45416], [0.47274, -1.64733, 2.39515], [0.11117, -3.06430, 2.09415], [-0.05856, -3.33110, 0.63853], [-1.33589, -3.47848, 0.08014], [-1.48414, -3.64941, -1.29145], [-0.33415, -3.69852, -2.07339], [-0.46731, -3.92909, -3.41997], [0.95409, -3.56482, -1.56067], [1.07675, -3.40045, -0.18279], [1.44722, -0.95897, 1.65084], [1.96945, 0.25626, 2.09594], [-0.06660, 0.73020, 4.81333], [-1.02895, -1.41668, 3.93188], [-0.74689, -3.39632, 2.68181], [-2.20181, -3.44238, 0.74871], [-2.47363, -3.76044, -1.74303], [1.82993, -3.59996, -2.20978], [2.07012, -3.30901, 0.26295], [1.82602, -1.36875, 0.71836], [2.75808, 0.75730, 1.53493], [3.21553, -5.44969, 6.13091], [2.35102, -5.34507, 4.97742], [1.92219, -4.07206, 4.43767], [1.05642, -3.34875, 5.47695], [3.08420, -3.15914, 4.04709], [1.12182, -4.50326, 3.31691], [0.76171, -5.87786, 3.37370], [1.14361, -6.76090, 2.18119], [0.12395, -6.86683, 1.07804], [-1.23392, -7.06170, 1.36303], [-2.14993, -7.21794, 0.31780], [-1.71380, -7.20294, -1.00893], [-0.35969, -7.00849, -1.29296], [0.55451, -6.85899, -0.25321], [1.51509, -6.36895, 4.61467], [1.41507, -7.46355, 5.15216], [3.32465, -6.50522, 6.39271], [4.19840, -5.02325, 5.89284], [2.80878, -4.89195, 6.98800], [0.23149, -4.00047, 5.80246], [1.67572, -3.06472, 6.33862], [0.62808, -2.44168, 5.03906], [3.72608, -3.66013, 3.31503], [2.69857, -2.23034, 3.61104], [3.66482, -2.90434, 4.93914], [1.17194, -3.96346, 2.40510], [-0.31060, -5.94674, 3.59785], [2.10252, -6.40547, 1.77221], [1.31345, -7.77387, 2.59136], [-1.56424, -7.09888, 2.40454], [-3.20675, -7.35977, 0.54875], [-2.42402, -7.32900, -1.82405], [-0.01108, -6.96007, -2.32707], [1.61945, -6.71317, -0.46003]], "spin_multiplicity": 1, "lumo_energy_ev": -5.73, "e_homo_ev": -11.69, "total_charge": 1, "homo_lumo_gap_ev": 5.96, "relative_energy_kj_mol": 140.2}

---

Q: Which formula does entry 4 have?
A: C5H15N2